Entry 1:
Entry from OMol25: C26H44AgAs3N2 as an isolated structure (ωB97M-V with the def2-TZVPD basis set).

Atoms and positions in Å:
Ag 0.48 -0.68 0.70
C -0.19 1.75 -3.01
As -0.07 0.21 -1.81
C 0.99 -0.94 -2.97
C -1.79 -0.69 -2.16
C -3.07 -0.22 -1.44
C -3.14 1.31 -1.34
C -3.19 -0.83 -0.02
As -1.88 -0.39 1.38
C -2.52 1.32 2.06
C -2.60 -1.56 2.76
C -4.29 -0.78 -2.20
As -4.96 -0.18 -3.97
C -3.41 0.55 -4.94
C -5.77 1.54 -3.47
H -0.57 1.46 -3.98
H 0.82 2.15 -3.13
H -0.81 2.53 -2.58
H 0.52 -1.07 -3.94
H 1.13 -1.90 -2.48
H 1.98 -0.49 -3.11
H -1.61 -1.74 -1.93
H -1.95 -0.63 -3.24
H -2.30 1.69 -0.76
H -4.07 1.63 -0.86
H -3.09 1.76 -2.33
H -3.15 -1.92 -0.10
H -4.17 -0.57 0.40
H -3.61 1.36 2.06
H -2.12 2.13 1.46
H -2.15 1.43 3.07
H -3.67 -1.40 2.90
H -2.08 -1.37 3.69
H -2.42 -2.60 2.47
H -5.18 -0.68 -1.58
H -4.14 -1.86 -2.32
H -2.75 -0.25 -5.27
H -2.84 1.28 -4.36
H -3.81 1.05 -5.82
H -6.50 1.37 -2.68
H -6.29 1.93 -4.34
H -5.04 2.28 -3.14
C 4.14 1.55 -0.69
C 3.06 2.12 0.22
C 3.36 1.94 1.68
C 3.88 3.00 2.43
C 4.16 2.84 3.77
C 3.92 1.63 4.39
C 3.40 0.55 3.68
C 3.06 -0.73 4.40
C 1.55 -0.91 4.57
C 3.15 0.71 2.31
N 2.60 -0.36 1.56
C 3.34 -1.38 1.30
C 2.86 -2.52 0.60
C 3.54 -3.69 0.25
C 2.61 -4.50 -0.40
C 1.41 -3.77 -0.41
N 1.55 -2.58 0.19
H 3.90 1.73 -1.74
H 4.24 0.47 -0.55
H 5.11 2.01 -0.48
H 2.11 1.63 -0.01
H 2.93 3.19 0.01
H 4.05 3.95 1.94
H 4.56 3.67 4.35
H 4.13 1.51 5.45
H 3.53 -0.71 5.38
H 3.46 -1.60 3.87
H 1.12 -0.07 5.12
H 1.33 -1.83 5.12
H 1.05 -0.97 3.60
H 4.38 -1.39 1.62
H 4.58 -3.92 0.45
H 2.76 -5.49 -0.80
H 0.46 -4.07 -0.83

## Properties
* HOMO energy: -7.11 eV
* total charge: 0
* F_max: 0.0037 Eh/bohr
* relative energy (zero: lowest compared OMol25 entry of this formula, charge and spin): 0.015 eV

These are the Mulliken partial charges, in e, on atoms 1 to 8: number 1, Ag, carries -0.67; number 2, C, carries -1.34; number 3, As, carries 1.20; number 4, C, carries -1.25; number 5, C, carries -1.51; number 6, C, carries 2.95; number 7, C, carries -1.71; number 8, C, carries -2.05



Entry 2:
Entry from OMol25: a 2-piece molecular cluster, C26H44BBrClF2NO9P2Si overall in a non-equilibrium geometry (ωB97M-V with the def2-TZVPD basis set).

Atoms and positions in Å:
C 3.82 2.41 4.67
C 3.05 3.73 4.48
C 1.53 3.53 4.24
C 1.38 3.15 2.74
O 0.05 2.66 2.55
C -0.24 2.20 1.25
B 0.82 2.38 0.04
O 2.09 1.84 0.10
O 0.52 3.11 -1.10
C 1.33 4.29 -1.15
C -0.62 0.65 1.09
C -0.51 -0.26 2.34
C 0.88 -0.20 2.97
O 1.88 -0.19 2.31
Br 0.93 -0.15 4.93
C -1.83 0.49 0.13
P -1.44 0.11 -1.75
O 0.15 -0.24 -1.84
Cl -1.62 1.90 -2.77
C -2.86 -0.64 0.44
F -3.92 -0.38 -0.40
F -3.37 -0.52 1.70
C -2.30 -2.05 0.23
C -2.89 -2.87 -0.93
Si -1.70 -4.35 -1.17
C -2.46 -5.75 -2.18
C -1.21 -5.03 0.54
C -0.16 -3.59 -1.96
C 0.98 -3.45 -1.18
C 2.11 -2.85 -1.73
C 2.10 -2.41 -3.03
C 0.96 -2.58 -3.78
C -0.18 -3.16 -3.28
N -2.56 1.79 0.36
C -1.70 2.80 1.04
C -1.77 4.26 0.46
O -2.17 4.29 -0.89
C -3.21 5.25 -1.10
P -2.48 3.09 2.73
O -2.79 1.84 3.45
H 4.89 2.59 4.85
H 3.79 1.79 3.76
H 3.36 1.82 5.46
H 3.26 4.45 5.28
H 3.44 4.18 3.55
H 1.11 2.76 4.90
H 1.05 4.51 4.37
H 1.60 4.08 2.20
H 2.15 2.39 2.56
H 2.19 1.17 -0.59
H 2.40 4.06 -1.21
H 1.10 4.89 -2.03
H 1.20 4.94 -0.27
H 0.22 0.27 0.48
H -0.62 -1.31 2.03
H -1.29 -0.08 3.08
H 0.34 -1.09 -1.39
H -1.21 -2.00 0.13
H -2.52 -2.61 1.16
H -3.89 -3.25 -0.72
H -2.88 -2.31 -1.87
H -3.16 -5.37 -2.94
H -1.71 -6.38 -2.66
H -3.02 -6.41 -1.51
H -2.04 -5.62 0.96
H -0.29 -5.61 0.43
H -0.98 -4.22 1.25
H 1.03 -3.78 -0.15
H 3.01 -2.70 -1.14
H 2.98 -1.94 -3.46
H 0.96 -2.25 -4.82
H -1.08 -3.29 -3.89
H -3.36 1.71 1.01
H -3.05 2.09 -0.50
H -0.76 4.69 0.53
H -2.39 4.90 1.11
H -3.26 5.53 -2.15
H -3.04 6.17 -0.53
H -4.19 4.86 -0.78
H -1.76 4.07 3.44
H -3.72 3.71 2.38
C 4.44 -5.32 -5.87
C 3.90 -5.09 -4.44
O 2.84 -5.68 -4.15
O 4.60 -4.33 -3.73
H 3.79 -5.98 -6.44
H 4.50 -4.36 -6.40
H 5.44 -5.76 -5.83

## Properties
* HOMO energy: -5.76 eV
* total charge: 0
* F_max: 0.0638 Eh/bohr

These are the Mulliken partial charges, in e, on atoms 1 to 8: number 1, C, carries -0.95; number 2, C, carries -0.74; number 3, C, carries -0.39; number 4, C, carries -0.31; number 5, O, carries -0.33; number 6, C, carries 0.60; number 7, B, carries 1.46; number 8, O, carries -0.54



Entry 3:
Entry from OMol25: C26H44BrN3OP2Ru as an isolated structure in a non-equilibrium geometry (ωB97M-V with the def2-TZVPD basis set).

Atoms and positions in Å:
N -7.07 5.54 -6.75
C -6.82 6.15 -5.59
C -6.07 5.54 -4.58
C -5.50 4.27 -4.79
C -5.78 3.65 -6.03
C -6.58 4.32 -6.97
C -4.62 3.66 -3.80
Ru -0.76 -0.34 0.11
P 6.09 -0.90 -1.10
C -3.66 2.75 -4.10
C -2.75 2.21 -3.12
C -1.57 1.54 -3.53
C -0.70 0.98 -2.59
C -1.09 1.05 -1.24
C -2.18 1.82 -0.78
C -3.03 2.37 -1.74
Br 1.68 -0.11 0.09
H -4.73 4.04 -2.78
H -3.49 2.46 -5.14
H -5.92 6.07 -3.64
H -5.40 2.65 -6.26
H -7.23 7.15 -5.46
H -6.82 3.85 -7.93
H -1.33 1.49 -4.60
H -3.93 2.90 -1.41
H 0.23 0.49 -2.84
H -2.36 1.95 0.28
P -0.63 -2.12 -1.08
C 5.56 0.85 -0.87
C 6.63 1.84 -1.35
H 5.35 0.99 0.20
H 4.62 0.98 -1.44
H 6.43 2.83 -0.93
H 7.63 1.53 -1.02
H 6.64 1.93 -2.44
C 5.27 -1.33 -2.69
C 5.97 -2.51 -3.38
H 5.32 -0.43 -3.32
H 4.22 -1.56 -2.46
H 5.68 -2.54 -4.43
H 7.06 -2.41 -3.33
H 5.69 -3.47 -2.92
C 5.05 -1.82 0.10
C 5.78 -2.06 1.42
H 4.80 -2.78 -0.38
H 4.12 -1.25 0.25
H 5.22 -2.79 2.02
H 6.79 -2.46 1.27
H 5.86 -1.13 2.00
C -0.49 -3.49 0.14
C -1.64 -4.50 0.17
H -0.37 -3.01 1.12
H 0.46 -4.00 -0.08
H -2.56 -4.06 0.57
H -1.85 -4.92 -0.82
H -1.37 -5.33 0.83
C 0.62 -2.48 -2.36
C 0.11 -2.49 -3.80
H 1.07 -3.44 -2.09
H 1.40 -1.72 -2.21
H -0.49 -3.38 -4.00
H -0.48 -1.60 -4.04
H 0.97 -2.52 -4.48
C -2.33 -2.16 -1.71
C -3.24 -1.54 -0.65
H -2.59 -3.20 -1.94
H -2.37 -1.60 -2.66
H -3.97 -0.87 -1.14
H -3.78 -2.30 -0.08
H -2.69 -0.90 0.09
N -0.79 -0.84 3.55
C -0.45 0.38 3.04
N 0.40 1.13 3.77
O -0.94 0.81 1.97
H -0.52 -1.09 4.50
H -1.55 -1.33 3.11
H 0.79 1.96 3.33
H 0.89 0.73 4.56

## Properties
* <S²>: 6.083
* spin multiplicity: 5
* HOMO energy (spin up / spin down): -18.79 / -18.79 eV
* total charge: +4
* F_max: 0.0914 Eh/bohr
* relative energy (zero: lowest compared OMol25 entry of this formula, charge and spin): 0.000 eV

These are the Mulliken partial charges, in e, on atoms 1 to 8: number 1, N, carries 0.06; number 2, C, carries -0.37; number 3, C, carries -0.39; number 4, C, carries 0.68; number 5, C, carries -0.41; number 6, C, carries -0.41; number 7, C, carries -0.15; number 8, Ru, carries -0.23